Molecular formula: CH3F2O3P
Method: DFT, ωB97M-V/def2-TZVPD

Last column: Löwdin charge in e.
Cartesian coordinates (Å):
C  -0.86891  0.74708  0.37617  -0.54
O  -1.31024  0.56156  -0.85484  0.11
O  1.88082  -1.58855  -0.31864  -0.07
O  1.53090  -0.27327  -0.47633  -0.46
F  -0.49402  -1.20994  0.97642  -0.45
F  -1.78926  1.02980  1.15636  0.20
P  0.99542  0.69273  0.77607  1.01
H  -2.27753  0.42178  -0.98586  0.16
H  1.19419  -2.18075  -0.63793  0.10
H  1.13862  1.79956  -0.01142  -0.06

- HOMO level (eV) = -9.876
- spin multiplicity = 1
- total charge = 0
- Kohn-Sham gap (eV) = 9.89
- LUMO energy (Ha) = 0.0005


Molecular formula: CH3F2OP
Method: DFT, ωB97M-V/def2-TZVPD

Last column: Löwdin charge in e.
Cartesian coordinates (Å):
C  -0.21876  0.08052  0.04173  -0.10
O  -1.57709  -0.34461  0.25476  -0.43
F  -0.37477  2.95874  -0.15534  -0.50
F  -3.80464  -1.02701  0.28523  -0.31
P  -2.96157  0.17976  -0.36203  1.09
H  0.12898  0.66101  -0.79718  0.08
H  0.28821  -0.88806  0.07609  0.10
H  -0.13265  0.54119  0.96597  0.07

- HOMO level (spin up / spin down) (eV) = -10.674 / -7.770
- spin multiplicity = 1
- total charge = 0
- Kohn-Sham gap (spin up / spin down) (eV) = 8.33 / 4.08
- LUMO energy (spin up / spin down) (Ha) = -0.0862 / -0.1357


Molecular formula: CH3F2P
Method: DFT, ωB97M-V/def2-TZVPD

Last column: Löwdin charge in e.
Cartesian coordinates (Å):
F  1.45150  0.45270  -1.06211  0.01
C  1.19932  0.32439  0.23609  -0.61
F  2.24000  -0.44651  0.85282  -0.09
P  -0.32130  -0.75476  0.46690  0.85
H  1.12027  1.23375  0.78152  0.09
H  -0.62765  -1.25734  -0.81377  -0.11
H  0.32659  -1.88995  0.79227  -0.14

- HOMO level (eV) = -9.827
- spin multiplicity = 1
- total charge = 0
- Kohn-Sham gap (eV) = 10.93
- SMILES = FC(F)P
- LUMO energy (Ha) = 0.0405


Molecular formula: CH3F2PS
Method: DFT, ωB97M-V/def2-TZVPD

Last column: Löwdin charge in e.
Cartesian coordinates (Å):
C  2.51472  -0.30252  0.27976  -0.58
S  1.86397  1.17883  0.19975  0.57
H  3.61083  -0.49482  0.21087  0.01
H  1.76507  -1.12812  0.31785  0.00
F  -3.01470  -1.03097  -0.13903  -0.37
P  -2.62978  0.43592  0.35891  0.81
F  -2.94616  1.12153  -1.07559  -0.38
H  -1.16395  0.22016  -0.15254  -0.06

- HOMO level (eV) = -9.037
- spin multiplicity = 1
- total charge = 0
- Kohn-Sham gap (eV) = 8.45
- SMILES = C=S.FPF
- LUMO energy (Ha) = -0.0216


Molecular formula: CH3F3OP
Method: DFT, ωB97M-V/def2-TZVPD

Last column: Löwdin charge in e.
Cartesian coordinates (Å):
C  -0.71954  -1.32108  -0.25882  0.09
O  -0.99019  -1.32710  -1.37929  0.30
F  1.10969  -0.21309  -0.54179  -0.36
F  1.27481  1.25397  1.09213  -0.24
F  1.20190  2.08763  -1.08873  -0.22
P  2.13659  1.15449  -0.21249  0.98
H  -1.47063  -0.20719  0.77385  0.06
H  -0.34651  -1.79026  0.63196  0.17
H  -2.19611  0.36261  0.98318  0.24

- HOMO level (eV) = -16.685
- spin multiplicity = 1
- total charge = +1
- Kohn-Sham gap (eV) = 9.52
- LUMO energy (Ha) = -0.2633


Molecular formula: CH3F3OSi
Method: DFT, ωB97M-V/def2-TZVPD

Last column: Löwdin charge in e.
Cartesian coordinates (Å):
O  -2.05019  0.54542  0.39550  -0.25
Si  -1.50475  -0.80283  0.66467  0.29
F  -0.96548  -1.39975  2.02400  -0.06
F  -1.54572  -1.98827  -0.38020  -0.06
C  1.26347  0.78222  -0.58870  -0.10
F  0.93947  -0.33545  0.10783  -0.13
H  2.31122  1.07967  -0.62064  0.07
H  0.79006  1.56274  0.04465  0.09
H  0.76193  0.55625  -1.64710  0.14

- HOMO level (eV) = -11.526
- spin multiplicity = 1
- total charge = 0
- Kohn-Sham gap (eV) = 11.55
- SMILES = O=[Si](F)F.CF
- LUMO energy (Ha) = 0.0008


Molecular formula: CH3F3P
Method: DFT, ωB97M-V/def2-TZVPD

Last column: Löwdin charge in e.
Cartesian coordinates (Å):
C  -0.20432  -0.00779  -0.05720  -0.06
F  -2.56330  -1.01777  1.26120  -0.01
F  -2.52090  -0.93971  -1.24795  -0.03
F  -3.29810  1.56811  -0.05765  -0.28
P  -1.97115  -0.27653  0.04637  1.11
H  0.00894  0.84891  0.40839  0.03
H  0.05092  0.27967  -1.04450  0.09
H  0.29772  -0.94835  0.38388  0.15

- HOMO level (spin up / spin down) (eV) = -18.496 / -18.497
- spin multiplicity = 1
- total charge = +1
- Kohn-Sham gap (spin up / spin down) (eV) = 10.17 / 10.17
- LUMO energy (spin up / spin down) (Ha) = -0.3060 / -0.3061


Molecular formula: CH3F3P
Method: DFT, ωB97M-V/def2-TZVPD

Last column: Löwdin charge in e.
Cartesian coordinates (Å):
C  -0.78842  -0.34389  0.67362  -0.08
F  -0.14525  1.02418  -1.68549  -0.04
F  0.94949  -1.00821  -1.12843  -0.07
F  2.71374  1.82430  0.09307  -0.07
P  0.46203  0.30150  -0.50604  1.03
H  -0.58682  -0.38839  1.71182  0.07
H  -0.85780  -1.42743  0.33576  0.11
H  -1.74698  0.01795  0.50568  0.05

- HOMO level (spin up / spin down) (eV) = -20.182 / -17.667
- spin multiplicity = 1
- total charge = +1
- Kohn-Sham gap (spin up / spin down) (eV) = 10.71 / 8.96
- LUMO energy (spin up / spin down) (Ha) = -0.3480 / -0.3198


Molecular formula: CH3FINS
Method: DFT, ωB97M-V/def2-TZVPD

Last column: Löwdin charge in e.
Cartesian coordinates (Å):
C  0.25634  0.32059  -0.06318  -0.23
N  1.03480  1.11818  0.85692  -0.47
F  2.59987  2.06999  -1.01984  -0.49
S  2.51374  1.52069  0.60320  0.58
I  3.75646  -0.55556  0.04080  0.39
H  -0.73036  0.33237  0.39184  0.07
H  0.52823  -0.75324  -0.12064  0.06
H  0.34792  0.82758  -1.05582  0.09

- HOMO level (eV) = -9.696
- spin multiplicity = 1
- total charge = 0
- Kohn-Sham gap (eV) = 8.66
- LUMO energy (Ha) = -0.0380


Molecular formula: CH3FINS
Method: DFT, ωB97M-V/def2-TZVPD

Last column: Löwdin charge in e.
Cartesian coordinates (Å):
C  -1.08012  -0.41237  0.12135  -0.17
N  -0.24460  0.53995  0.69494  -0.47
F  1.33135  1.61755  -0.98107  -0.47
S  1.13526  1.03921  0.56508  0.71
I  2.75466  -1.02146  -0.08184  0.19
H  -1.90813  -0.48278  0.70645  0.05
H  -0.55300  -1.29114  -0.19428  0.06
H  -1.43542  0.01103  -0.83063  0.10

- HOMO level (eV) = -9.538
- spin multiplicity = 1
- total charge = 0
- Kohn-Sham gap (eV) = 8.14
- LUMO energy (Ha) = -0.0512


We obtain energy relative to the best compared isomer or geometry (same formula, charge and spin) values of 60.2 127.3 3.5 45.3 86.4 50.6 92.0 128.1 0.0 1.6 kcal/mol for the records listed above, in that order.
We obtain largest force on an atom values of 4.65 3.64 3.52 3.79 5.71 3.45 5.71 2.76 3.61 3.64 eV Å⁻¹ for the records listed above, in that order.